[1]
The following is a quantum chemistry calculation of a cluster of 7 separate species, C33H72NO9 in total, from the OMol25 dataset.

Results
**F_max**: 9.30 eV/Å
**LUMO energy**: -5.3 eV
**Multiplicity**: 1
**HOMO energy**: -10.692 eV
**Total charge**: +1

Positions of all 115 atoms, in Å:
C (8.61, 0.34, 1.98)
C (9.09, 0.62, 0.44)
O (9.93, 1.83, 0.45)
C (7.89, 0.65, -0.67)
C (6.45, 0.59, 0.12)
C (5.74, -0.86, 0.46)
N (4.41, -0.88, 1.26)
C (3.71, 0.38, 1.75)
C (4.35, 1.89, 1.44)
C (5.78, 2.02, 0.59)
C (6.41, 3.51, 0.33)
O (7.66, 3.91, 0.62)
O (5.51, 4.57, -0.23)
H (7.91, 1.18, 2.43)
H (8.12, -0.73, 2.09)
H (9.60, 0.38, 2.64)
H (9.80, -0.29, 0.13)
H (9.75, 2.30, 1.33)
H (7.94, 1.57, -1.43)
H (7.98, -0.32, -1.35)
H (6.24, -1.89, 0.15)
H (4.02, -1.82, 1.47)
H (2.71, 0.37, 2.36)
H (3.82, 2.85, 1.85)
H (4.65, 4.49, 0.30)
C (0.27, 5.43, 1.96)
C (0.43, 4.31, 0.95)
O (0.51, 3.01, 1.55)
C (-0.61, 2.60, 2.33)
C (-1.91, 2.53, 1.55)
H (1.10, 5.42, 2.68)
H (0.28, 6.40, 1.44)
H (-0.66, 5.35, 2.52)
H (1.36, 4.45, 0.39)
H (-0.38, 4.33, 0.21)
H (-0.71, 3.24, 3.21)
H (-0.37, 1.60, 2.71)
H (-2.21, 3.51, 1.17)
H (-2.72, 2.15, 2.18)
H (-1.80, 1.87, 0.68)
C (-4.92, -2.45, 2.25)
C (-4.27, -1.10, 2.04)
O (-3.04, -1.16, 1.32)
C (-3.09, -1.70, 0.01)
C (-4.00, -0.92, -0.93)
H (-4.23, -3.13, 2.77)
H (-5.83, -2.35, 2.86)
H (-5.20, -2.92, 1.31)
H (-4.04, -0.66, 3.01)
H (-4.96, -0.40, 1.54)
H (-3.38, -2.76, 0.04)
H (-2.07, -1.67, -0.39)
H (-5.04, -0.95, -0.61)
H (-3.96, -1.34, -1.94)
H (-3.69, 0.13, -0.98)
C (4.28, -6.21, -1.25)
C (3.73, -5.39, -0.09)
O (3.94, -3.99, -0.23)
C (3.35, -3.37, -1.37)
C (1.84, -3.50, -1.42)
H (5.35, -6.01, -1.39)
H (4.15, -7.28, -1.05)
H (3.78, -5.97, -2.19)
H (4.25, -5.69, 0.83)
H (2.67, -5.60, 0.07)
H (3.81, -3.75, -2.29)
H (3.61, -2.31, -1.32)
H (1.52, -4.54, -1.50)
H (1.43, -2.96, -2.28)
H (1.39, -3.10, -0.50)
C (-3.75, 3.32, -3.73)
C (-4.33, 2.20, -4.58)
O (-5.15, 1.29, -3.85)
C (-6.31, 1.85, -3.22)
C (-7.28, 2.48, -4.20)
H (-3.19, 2.91, -2.88)
H (-3.08, 3.95, -4.33)
H (-4.54, 3.96, -3.32)
H (-3.50, 1.61, -4.99)
H (-4.87, 2.60, -5.44)
H (-6.01, 2.56, -2.44)
H (-6.81, 1.02, -2.71)
H (-6.83, 3.34, -4.71)
H (-8.17, 2.84, -3.68)
H (-7.58, 1.76, -4.97)
C (6.69, 0.93, 5.56)
C (5.36, 0.49, 5.00)
O (4.93, -0.79, 5.47)
C (4.74, -0.92, 6.87)
C (3.69, 0.02, 7.43)
H (7.47, 0.19, 5.35)
H (6.99, 1.89, 5.13)
H (6.65, 1.06, 6.65)
H (5.45, 0.41, 3.91)
H (4.58, 1.24, 5.19)
H (5.70, -0.80, 7.39)
H (4.42, -1.95, 7.05)
H (3.98, 1.07, 7.32)
H (3.55, -0.17, 8.50)
H (2.74, -0.12, 6.92)
C (-11.31, -2.61, -5.46)
C (-10.18, -2.04, -6.30)
O (-9.56, -0.89, -5.71)
C (-8.95, -1.08, -4.44)
C (-7.84, -2.11, -4.44)
H (-12.07, -1.85, -5.26)
H (-11.78, -3.45, -5.98)
H (-10.95, -2.98, -4.49)
H (-10.59, -1.72, -7.26)
H (-9.43, -2.80, -6.52)
H (-9.71, -1.32, -3.69)
H (-8.54, -0.11, -4.15)
H (-8.20, -3.10, -4.69)
H (-7.37, -2.16, -3.46)
H (-7.07, -1.84, -5.18)

These are the Löwdin partial charges, in e, on atoms 1 to 99: -0.091, -0.362, -0.099, -0.099, -0.041, 0.096, 0.057, 0.057, 0.084, 0.047, -0.233, 0.041, 0.012, 0.089, 0.093, 0.115, 0.161, 0.107, 0.153, 0.129, 0.160, 0.143, 0.148, 0.114, 0.114, -0.078, -0.280, -0.194, -0.275, -0.071, 0.079, 0.084, 0.071, 0.107, 0.109, 0.108, 0.114, 0.069, 0.082, 0.080, -0.080, -0.283, -0.180, -0.279, -0.076, 0.083, 0.081, 0.067, 0.116, 0.106, 0.106, 0.112, 0.067, 0.083, 0.075, -0.073, -0.271, -0.203, -0.286, -0.072, 0.084, 0.086, 0.070, 0.121, 0.110, 0.111, 0.099, 0.073, 0.085, 0.080, -0.083, -0.275, -0.174, -0.282, -0.078, 0.074, 0.079, 0.066, 0.118, 0.108, 0.105, 0.110, 0.069, 0.085, 0.076, -0.076, -0.292, -0.171, -0.272, -0.078, 0.084, 0.078, 0.073, 0.079, 0.106, 0.109, 0.122, 0.066, 0.084



[2]
The following is a quantum chemistry calculation of a structure of composition C27H33BrIN6O4PV, from the OMol25 dataset.

Results
**F_max**: 0.46 eV/Å
**LUMO energy (alpha / beta)**: -10.0 / -9.2 eV
**⟨S²⟩**: 2.0357
**Multiplicity**: 3
**ΔE to the lowest compared entry with this formula, charge and spin**: 0.00 kJ/mol
**HOMO energy (alpha / beta)**: -15.777 / -15.780 eV
**Total charge**: +3

Positions of all 74 atoms, in Å:
V (-0.05, -0.34, -0.41)
C (-0.64, -0.40, 5.12)
C (-0.64, -0.15, 3.64)
O (0.00, -1.29, 2.99)
P (-0.15, -1.86, 1.54)
O (1.06, -2.85, 1.42)
C (2.16, -3.03, 2.38)
C (1.82, -4.09, 3.40)
O (-1.48, -2.68, 1.40)
C (-1.91, -3.74, 2.33)
C (-3.18, -3.30, 3.01)
H (-1.08, 0.45, 5.64)
H (0.38, -0.53, 5.49)
H (-1.22, -1.29, 5.37)
H (-0.05, 0.73, 3.38)
H (-1.65, -0.05, 3.25)
H (2.36, -2.07, 2.84)
H (3.00, -3.32, 1.76)
H (1.00, -3.77, 4.04)
H (2.69, -4.27, 4.03)
H (1.56, -5.03, 2.91)
H (-1.10, -3.94, 3.03)
H (-2.05, -4.62, 1.70)
H (-3.02, -2.40, 3.60)
H (-3.51, -4.09, 3.69)
H (-3.97, -3.13, 2.28)
C (4.43, 0.03, 1.24)
N (3.78, -0.57, 0.05)
C (4.52, -1.25, -0.88)
C (3.95, -1.80, -1.96)
C (2.55, -1.65, -2.15)
N (1.82, -1.00, -1.21)
C (2.45, -0.48, -0.12)
O (1.68, 0.08, 0.70)
N (1.97, -2.13, -3.24)
H (5.36, 0.49, 0.93)
H (4.62, -0.75, 1.98)
H (3.77, 0.79, 1.65)
H (5.58, -1.30, -0.68)
H (4.56, -2.33, -2.69)
H (2.51, -2.61, -3.94)
H (0.99, -1.98, -3.44)
Br (-2.56, 0.44, 0.47)
C (-3.85, -0.71, -0.33)
C (-5.15, -0.60, 0.14)
C (-6.14, -1.38, -0.43)
C (-5.84, -2.25, -1.46)
C (-4.54, -2.36, -1.93)
C (-3.55, -1.58, -1.36)
I (-1.62, -1.80, -2.12)
H (-5.39, 0.09, 0.94)
H (-7.16, -1.29, -0.07)
H (-6.62, -2.86, -1.91)
H (-4.32, -3.05, -2.74)
N (1.41, 8.26, -6.55)
C (1.23, 7.48, -5.72)
C (1.01, 6.50, -4.70)
C (1.62, 5.25, -4.79)
C (1.41, 4.31, -3.80)
C (0.59, 4.63, -2.73)
C (-0.02, 5.87, -2.62)
C (0.20, 6.81, -3.61)
N (0.37, 3.65, -1.70)
C (0.15, 3.90, -0.36)
C (-0.04, 2.69, 0.23)
N (0.04, 1.70, -0.73)
C (0.30, 2.32, -1.88)
H (2.26, 5.03, -5.63)
H (1.92, 3.36, -3.86)
H (-0.68, 6.10, -1.79)
H (-0.27, 7.78, -3.54)
H (0.19, 4.89, 0.04)
H (-0.21, 2.48, 1.27)
H (0.38, 1.85, -2.85)

Charges in e, computed with Löwdin, in the same order as the atoms: 0.482, -0.042, -0.231, -0.237, 0.606, -0.234, -0.220, -0.048, -0.296, -0.187, -0.042, 0.100, 0.093, 0.087, 0.119, 0.082, 0.111, 0.123, 0.077, 0.101, 0.097, 0.106, 0.133, 0.077, 0.103, 0.082, 0.056, -0.003, 0.033, 0.052, -0.308, 0.096, -0.486, -0.088, 0.226, 0.115, 0.109, 0.104, 0.162, 0.140, 0.149, 0.063, 0.965, -0.639, -0.091, -0.017, -0.021, -0.114, -0.647, 1.260, 0.121, 0.134, 0.134, 0.114, 0.209, -0.157, -0.198, 0.008, -0.005, -0.179, 0.011, 0.018, 0.016, 0.015, -0.118, -0.111, -0.095, 0.135, 0.114, 0.124, 0.139, 0.146, 0.113, 0.151



[3]
The following is a quantum chemistry calculation of a structure of composition C39H43ClP2Si2W, from the OMol25 dataset.

Results
**F_max**: 4.24 eV/Å
**LUMO energy (alpha / beta)**: -7.1 / -7.2 eV
**⟨S²⟩**: 2.0420
**Multiplicity**: 3
**ΔE to the lowest compared entry with this formula, charge and spin**: 0.00 kJ/mol
**HOMO energy (alpha / beta)**: -13.100 / -13.097 eV
**Total charge**: +2

Positions of all 88 atoms, in Å:
C (-0.24, -2.21, 3.87)
C (0.78, -2.34, 2.86)
C (1.34, -1.04, 2.64)
H (1.10, -3.28, 2.41)
C (0.68, -0.11, 3.49)
C (-0.31, -0.82, 4.25)
H (-0.92, -0.42, 5.05)
H (-0.79, -3.02, 4.32)
H (2.19, -0.83, 1.99)
H (0.90, 0.95, 3.58)
W (-0.80, -0.99, 2.10)
Si (0.09, 0.00, -0.23)
C (0.76, -1.35, -1.32)
C (0.35, -1.50, -2.65)
H (-0.39, -0.81, -3.08)
C (0.91, -2.50, -3.43)
H (0.68, -2.54, -4.50)
C (1.80, -3.42, -2.88)
H (2.22, -4.22, -3.50)
C (2.17, -3.31, -1.54)
H (2.85, -4.04, -1.09)
C (1.69, -2.25, -0.77)
H (2.04, -2.13, 0.25)
C (1.32, 1.32, 0.21)
C (2.67, 1.25, -0.17)
H (2.99, 0.51, -0.91)
C (3.61, 2.11, 0.41)
H (4.66, 2.04, 0.11)
C (3.21, 3.04, 1.37)
H (3.95, 3.68, 1.85)
C (1.86, 3.19, 1.68)
H (1.54, 3.96, 2.38)
C (0.91, 2.36, 1.07)
H (-0.15, 2.52, 1.28)
H (-1.39, 0.09, -0.28)
Si (0.63, 2.53, -3.41)
C (1.88, 3.68, -2.68)
C (3.08, 3.88, -3.39)
H (3.29, 3.28, -4.28)
C (4.00, 4.85, -2.98)
H (4.93, 4.98, -3.53)
C (3.72, 5.65, -1.87)
H (4.43, 6.42, -1.55)
C (2.54, 5.45, -1.15)
H (2.35, 6.03, -0.24)
C (1.62, 4.49, -1.57)
H (0.70, 4.35, -1.00)
C (1.52, 1.24, -4.40)
C (2.58, 0.45, -3.93)
H (2.78, 0.38, -2.86)
C (3.37, -0.28, -4.82)
H (4.16, -0.92, -4.44)
C (3.15, -0.18, -6.20)
H (3.82, -0.69, -6.90)
C (2.08, 0.58, -6.68)
H (1.91, 0.67, -7.75)
C (1.24, 1.23, -5.78)
H (0.37, 1.78, -6.15)
H (-0.20, 3.31, -4.34)
Cl (-0.86, 1.95, -2.04)
C (-3.01, 1.23, 4.13)
P (-2.89, 0.06, 2.77)
C (-3.82, 0.86, 1.44)
C (-4.02, -1.32, 3.31)
C (-5.08, -1.13, 4.20)
C (-5.82, -2.23, 4.64)
C (-5.51, -3.51, 4.20)
C (-4.47, -3.70, 3.29)
C (-3.74, -2.61, 2.82)
P (-2.33, -2.79, 1.63)
C (-1.77, -4.48, 1.89)
C (-3.03, -2.78, -0.04)
H (-2.31, 2.05, 3.95)
H (-2.76, 0.75, 5.08)
H (-4.04, 1.63, 4.18)
H (-4.70, 1.35, 1.87)
H (-4.15, 0.13, 0.70)
H (-3.18, 1.60, 0.95)
H (-5.31, -0.12, 4.56)
H (-6.64, -2.07, 5.34)
H (-6.06, -4.37, 4.57)
H (-4.21, -4.70, 2.95)
H (-2.44, -5.16, 1.34)
H (-0.75, -4.60, 1.52)
H (-1.78, -4.73, 2.95)
H (-3.86, -2.06, -0.11)
H (-3.41, -3.79, -0.26)
H (-2.26, -2.51, -0.77)

Charges in e, computed with Löwdin, in the same order as the atoms: -0.193, -0.201, -0.217, 0.125, -0.185, -0.195, 0.116, 0.129, 0.109, 0.122, 0.945, 0.617, -0.341, -0.117, 0.093, -0.063, 0.121, -0.050, 0.119, -0.062, 0.114, -0.111, 0.081, -0.374, -0.089, 0.091, -0.046, 0.123, -0.055, 0.121, -0.079, 0.118, -0.157, 0.098, -0.020, 0.400, -0.318, -0.083, 0.106, -0.063, 0.113, -0.064, 0.113, -0.083, 0.111, -0.118, 0.087, -0.335, -0.114, 0.081, -0.072, 0.112, -0.060, 0.114, -0.062, 0.116, -0.097, 0.098, 0.006, 0.398, -0.234, 0.780, -0.228, -0.345, -0.060, -0.033, -0.036, -0.066, -0.347, 0.784, -0.231, -0.213, 0.065, 0.058, 0.064, 0.070, 0.046, 0.044, 0.110, 0.124, 0.124, 0.110, 0.067, 0.055, 0.062, 0.052, 0.064, 0.041



[4]
The following is a quantum chemistry calculation of a cluster of 2 separate species, CH2ClO3S in total, from the OMol25 dataset.

Results
**F_max**: 2.63 eV/Å
**LUMO energy (alpha / beta)**: 2.9 / 2.5 eV
**Multiplicity**: 1
**ΔE to the lowest compared entry with this formula, charge and spin**: 255.45 kJ/mol
**HOMO energy (alpha / beta)**: -4.971 / -3.539 eV
**Total charge**: -1

Positions of all 8 atoms, in Å:
C (-1.30, 2.07, 0.21)
O (2.26, -1.63, 0.76)
O (0.14, -2.80, 0.09)
O (1.85, -2.45, -1.59)
S (1.31, -1.93, -0.33)
Cl (-2.05, 3.62, 0.21)
H (-0.81, 1.80, 1.12)
H (-1.39, 1.31, -0.47)

Charges in e, computed with natural (NBO), in the same order as the atoms: -0.351, -0.983, -0.997, -0.988, 1.975, -0.021, 0.179, 0.187



[5]
The following is a quantum chemistry calculation of a cluster of 2 separate species, C4H6Cl3F in total, from the OMol25 dataset.

Results
**F_max**: 5.42 eV/Å
**LUMO energy**: 0.7 eV
**Multiplicity**: 1
**ΔE to the lowest compared entry with this formula, charge and spin**: 0.00 kJ/mol
**HOMO energy**: -9.291 eV
**Total charge**: 0

Positions of all 14 atoms, in Å:
C (0.49, -1.47, -0.14)
C (1.12, 0.88, 0.39)
C (-1.71, 0.54, -0.07)
C (0.30, -0.06, -0.43)
F (0.50, 0.03, -1.69)
Cl (1.13, 2.53, -0.13)
Cl (-1.91, 0.87, 1.59)
Cl (-2.74, -0.63, -0.68)
H (0.07, -2.10, -0.90)
H (0.14, -1.63, 0.84)
H (1.48, -1.79, -0.05)
H (2.21, 0.60, 0.48)
H (0.74, 0.83, 1.36)
H (-1.82, 1.39, -0.58)

Charges in e, computed with natural (NBO), in the same order as the atoms: -0.692, -0.477, -0.336, 0.469, -0.329, -0.017, 0.006, 0.036, 0.241, 0.223, 0.228, 0.227, 0.232, 0.191



[6]
The following is a quantum chemistry calculation of a structure of composition C16H11F3N3RuSSe2, from the OMol25 dataset.

Results
**F_max**: 1.54 eV/Å
**LUMO energy (alpha / beta)**: -13.5 / -13.5 eV
**Multiplicity**: 1
**HOMO energy (alpha / beta)**: -19.506 / -19.506 eV
**Total charge**: +3

Positions of all 37 atoms, in Å:
Ru (0.02, -0.50, -0.30)
Se (1.89, -2.31, -0.23)
Se (-0.41, -2.98, -0.38)
C (-0.74, -2.47, 1.47)
C (-1.15, -3.28, 2.49)
C (-1.35, -2.67, 3.73)
C (-1.14, -1.31, 3.88)
C (-0.72, -0.56, 2.79)
N (-0.53, -1.14, 1.60)
C (1.96, -1.55, -2.01)
C (2.81, -1.94, -3.01)
C (2.78, -1.20, -4.19)
C (1.91, -0.12, -4.30)
C (1.08, 0.20, -3.22)
N (1.11, -0.51, -2.09)
H (-1.30, -4.34, 2.35)
H (-1.68, -3.26, 4.58)
H (-1.29, -0.82, 4.83)
H (-0.54, 0.50, 2.85)
H (3.48, -2.79, -2.89)
H (3.42, -1.46, -5.02)
H (1.86, 0.47, -5.20)
H (0.39, 1.03, -3.28)
F (-2.22, 5.29, -1.16)
C (-2.18, 3.97, -1.16)
F (-3.22, 3.49, -0.47)
F (-2.27, 3.52, -2.42)
C (-0.89, 3.45, -0.55)
C (0.12, 4.28, -0.06)
C (1.26, 3.72, 0.46)
C (1.41, 2.32, 0.50)
N (0.45, 1.53, 0.05)
C (-0.68, 2.09, -0.47)
S (-1.68, 0.75, -0.97)
H (0.00, 5.36, -0.09)
H (2.06, 4.34, 0.85)
H (2.30, 1.85, 0.90)

Charges in e, computed with natural (NBO), in the same order as the atoms: 0.422, 0.505, 0.569, 0.020, -0.201, -0.058, -0.189, 0.096, -0.453, 0.001, -0.192, -0.076, -0.186, 0.090, -0.446, 0.286, 0.283, 0.284, 0.241, 0.283, 0.282, 0.283, 0.234, -0.266, 0.975, -0.294, -0.300, -0.070, -0.094, -0.150, 0.099, -0.429, -0.028, 0.654, 0.293, 0.284, 0.248